Here is C43H105N7O12 as an isolated structure at a distorted geometry from the OMol25 dataset. Energies are from wB97M-V/def2-TZVPD.

Geometry as XYZ:
```
167
Properties=species:S:1:pos:R:3:forces:R:3:mulliken_charge:R:1
C -0.342 -3.967 0.777 -0.296 -0.753 0.239 -1.01
C -0.747 -5.108 -0.127 -0.445 1.395 0.074 -0.88
C -1.219 -4.478 -1.503 2.110 -1.236 0.669 -0.38
O -2.308 -3.722 -1.228 -2.887 -0.689 -1.003 -0.21
C -2.900 -3.019 -2.370 -0.105 -3.874 -0.797 -0.94
N 0.336 -6.069 -0.154 -2.140 -2.984 1.533 -0.61
H -0.021 -4.170 1.798 -0.987 -0.693 0.485 0.96
H -0.917 -3.043 0.713 0.095 -2.770 0.569 0.00
H 0.660 -3.786 0.389 -5.240 1.193 -1.001 -0.15
H -1.660 -5.580 0.236 0.050 -0.456 0.122 0.73
H -1.367 -5.256 -2.252 -0.307 -0.303 -0.146 0.62
H -0.451 -3.807 -1.889 0.152 -0.136 -0.181 0.54
H -3.725 -3.634 -2.731 -0.129 -0.180 -0.249 0.43
H -2.176 -2.839 -3.165 -0.116 -0.337 -0.327 0.32
H -3.301 -2.081 -1.989 3.147 -5.806 -1.199 -0.18
H 1.170 -5.899 -0.699 -0.590 0.584 1.070 0.15
H -0.079 -6.710 -0.816 0.040 -1.322 0.165 0.45
C 4.594 -6.977 4.038 0.338 0.132 1.084 -0.77
O 4.349 -7.380 2.708 0.482 -0.557 2.445 -0.36
C 4.712 -6.354 1.876 -0.709 0.061 -2.299 -0.65
C 3.651 -5.277 1.723 -0.489 0.009 -1.212 -0.42
N 3.342 -5.055 0.257 0.346 1.416 1.902 -0.30
C 2.389 -3.923 0.124 3.302 -2.479 -1.047 -0.32
C 2.029 -3.804 -1.336 1.088 -0.273 -3.054 -0.13
O 1.254 -4.960 -1.825 2.271 1.317 -4.426 -0.29
C 1.405 -5.159 -3.288 -0.367 1.652 0.464 -1.14
H 4.160 -6.010 4.293 -0.977 -0.102 -0.050 0.27
H 5.621 -6.739 4.314 0.867 -0.313 -0.890 0.32
H 4.367 -7.739 4.784 -0.741 -0.084 -0.410 0.29
H 4.718 -6.846 0.904 0.652 0.181 -0.252 0.35
H 5.680 -5.905 2.099 0.238 -0.227 0.095 0.37
H 4.031 -4.379 2.211 -0.090 0.617 -0.610 0.22
H 2.745 -5.513 2.281 -0.182 -0.445 0.070 0.34
H 3.082 -5.870 -0.280 -0.163 -0.295 0.608 0.50
H 2.910 -3.075 0.567 0.876 -2.165 -1.718 0.51
H 1.473 -3.963 0.714 4.180 -1.352 1.215 0.13
H 2.877 -3.803 -2.020 0.934 -0.194 0.638 0.69
H 1.550 -2.868 -1.624 0.023 -1.515 -0.180 0.18
H 2.276 -5.730 -3.610 0.033 -0.085 0.496 0.35
H 1.421 -4.187 -3.781 0.719 0.467 0.202 0.38
H 0.509 -5.494 -3.809 -0.305 -0.961 0.953 0.29
C 3.183 1.350 -0.726 -1.267 1.347 -3.337 -0.64
O 2.727 0.081 -0.406 -4.685 3.919 -0.621 -0.39
C 2.079 0.039 0.868 -4.210 -1.272 -3.200 -0.18
C 1.682 -1.513 0.862 -1.886 2.475 1.301 0.26
N 0.834 -1.948 -0.279 2.202 3.250 0.518 0.72
C -0.458 -1.428 -0.189 6.675 1.934 -0.022 -0.78
C -1.208 -1.450 -1.552 0.175 1.608 -0.544 0.33
O -0.700 -0.779 -2.639 2.427 0.317 -2.562 -0.61
C -0.360 0.606 -2.467 0.391 -2.077 0.602 -0.16
H 3.841 1.026 -1.533 -1.296 2.037 -0.632 0.39
H 3.769 1.921 -0.006 -0.902 -0.198 0.008 0.49
H 2.404 1.917 -1.235 -0.400 0.415 0.355 -0.18
H 1.236 0.728 0.909 -0.597 -0.133 -1.183 0.57
H 2.653 0.276 1.764 -1.467 0.937 -2.487 -0.16
H 1.095 -1.723 1.756 -0.057 -0.094 0.291 0.17
H 2.592 -2.108 0.934 -1.265 2.384 0.603 -0.55
H 1.134 -1.431 -1.093 1.101 0.063 -0.339 1.14
H -0.413 -0.371 0.077 -0.180 0.504 0.410 0.53
H -0.981 -1.915 0.634 3.898 0.903 0.198 0.03
H -2.115 -0.869 -1.387 0.386 0.032 -0.267 -0.14
H -1.512 -2.479 -1.744 2.264 2.335 0.336 -0.85
H -0.099 1.172 -3.362 -0.509 -1.179 -0.597 0.66
H 0.566 0.678 -1.897 0.261 -0.460 0.268 0.53
H -1.117 1.167 -1.919 1.061 -1.837 -1.178 -1.79
C -4.311 -0.336 3.988 -1.231 -1.639 -0.234 -1.06
O -3.655 -0.181 2.743 1.255 2.249 1.798 -0.02
C -3.197 1.204 2.789 1.219 0.297 -2.121 -1.43
C -2.068 1.470 1.775 -0.838 -5.245 1.691 -0.34
N -0.823 0.751 2.145 0.931 2.654 0.720 0.30
C -0.077 1.361 3.269 0.177 -1.896 -0.375 -1.27
C 1.401 0.735 3.346 -2.384 1.442 1.716 0.11
O 1.397 -0.512 4.054 -0.852 -0.307 0.570 -0.38
C 2.586 -1.025 4.642 0.562 0.102 -0.725 -0.63
H -3.784 -0.195 4.931 0.677 0.914 -0.313 0.35
H -4.580 -1.385 4.106 -0.370 -0.176 -0.481 0.29
H -5.223 0.256 3.909 0.049 -0.040 0.876 0.30
H -2.726 1.547 3.710 -0.619 -0.551 0.721 0.42
H -3.972 1.913 2.495 -0.632 -0.246 0.474 0.83
H -1.959 2.481 1.385 -0.803 -2.830 3.807 0.08
H -2.253 0.865 0.887 -1.090 0.428 -0.451 -0.04
H -0.838 -0.259 2.133 -0.422 0.176 0.333 0.36
H -0.600 1.293 4.222 0.104 -0.744 0.506 0.39
H -0.123 2.444 3.155 0.805 0.178 -0.656 0.66
H 1.905 1.532 3.893 0.878 -0.240 0.130 0.78
H 1.728 0.623 2.312 -1.238 0.976 3.148 -0.79
H 3.133 -0.283 5.224 0.222 0.339 -0.418 0.37
H 3.173 -1.520 3.869 0.677 0.592 -0.319 0.08
H 2.514 -1.867 5.330 -1.486 0.113 0.205 0.26
C 7.295 6.619 -3.585 -0.693 -0.504 1.960 -0.71
O 7.848 5.527 -2.770 -0.347 -0.361 -1.419 -0.37
C 6.989 4.333 -2.698 0.428 1.106 -0.168 -0.20
C 7.835 3.090 -2.474 0.116 -0.163 1.321 -0.79
N 7.006 1.925 -1.951 0.740 1.172 -1.832 -0.21
C 6.430 1.907 -0.626 -0.020 -0.806 0.732 -0.72
C 5.610 0.605 -0.492 0.212 -0.741 2.425 -0.31
O 4.863 0.590 0.810 2.495 -0.400 -1.617 -0.52
C 4.144 -0.620 0.970 5.480 -2.313 3.615 -1.40
H 7.966 7.459 -3.766 0.821 -0.780 -0.161 0.27
H 6.579 7.098 -2.917 -0.669 0.026 -0.219 0.30
H 6.784 6.299 -4.493 0.261 -0.216 -0.033 0.29
H 6.405 4.212 -3.610 0.027 0.123 -0.201 0.28
H 6.274 4.472 -1.888 -0.027 -0.005 0.191 0.22
H 8.693 3.340 -1.851 -0.285 0.295 1.109 0.39
H 8.458 2.896 -3.347 -0.955 -0.835 -0.663 0.35
H 7.544 1.080 -2.081 -0.031 -0.029 -0.061 0.23
H 5.828 2.766 -0.328 -0.228 0.165 -0.700 0.40
H 7.180 1.865 0.164 0.329 -0.014 0.234 0.33
H 6.249 -0.273 -0.395 0.357 0.023 -0.479 0.46
H 4.809 0.464 -1.218 2.622 -0.786 -0.013 -0.01
H 4.707 -1.456 1.385 1.156 -0.133 0.058 0.19
H 3.541 -0.908 0.109 3.045 -1.324 1.228 1.16
H 3.532 -0.238 1.787 3.391 -3.030 0.032 0.26
C -2.567 -1.671 0.370 -5.901 0.452 1.303 -1.07
O -3.587 -0.790 -0.102 -1.100 -0.115 0.363 0.45
C -4.347 -1.290 -1.220 -2.050 5.035 2.546 -0.44
C -5.488 -0.216 -1.321 -1.043 -4.509 0.207 -0.80
N -5.103 1.106 -1.452 1.358 -0.580 -0.868 0.26
C -6.097 2.002 -1.049 -3.363 -0.196 1.033 -1.43
C -6.317 2.117 0.437 -0.640 0.461 2.520 0.34
O -7.355 1.223 1.004 0.992 -0.840 -1.744 -0.44
C -7.304 0.953 2.380 0.810 0.870 0.229 0.00
H -2.933 -2.693 0.276 0.377 0.208 -0.168 0.88
H -2.354 -1.598 1.437 -0.546 0.885 0.471 0.48
H -1.642 -1.394 -0.136 -8.332 -0.324 1.699 -1.01
H -4.721 -2.290 -0.997 -0.275 0.029 -0.198 0.68
H -3.655 -1.311 -2.062 -3.259 5.016 -0.208 0.61
H -6.034 -0.414 -0.399 -0.304 0.090 0.350 0.39
H -6.157 -0.568 -2.106 -0.188 0.257 -0.399 0.37
H -4.254 1.144 -0.906 -0.768 -0.195 0.474 -0.15
H -7.071 1.542 -1.215 -0.258 0.126 -1.391 0.75
H -6.033 3.004 -1.475 -0.857 -1.272 -0.475 0.34
H -6.724 3.074 0.763 0.366 0.632 -0.499 0.66
H -5.339 2.027 0.908 -0.061 -0.552 0.655 -0.51
H -7.844 1.755 2.884 -0.056 -0.041 0.487 0.38
H -6.274 0.928 2.735 0.014 0.341 -0.140 -0.61
H -7.690 -0.017 2.693 -0.471 -0.041 -0.682 0.33
C -4.809 4.629 -1.106 -0.965 0.043 0.803 -1.43
C -3.433 5.262 -0.914 -0.490 1.469 -3.750 1.37
C -3.135 5.345 0.541 0.852 -1.704 0.695 -1.59
C -2.810 3.895 1.046 -0.862 2.127 -1.678 -0.37
C -1.636 3.417 0.224 2.634 2.846 -0.649 -1.49
C -1.819 3.264 -1.251 2.504 1.458 -0.505 2.54
N -2.329 4.522 -1.720 0.169 2.375 0.033 0.28
O -2.351 4.614 -3.187 -1.375 -0.447 1.602 -0.51
C -0.386 3.007 -1.886 0.274 1.381 1.870 -1.54
C -2.619 2.115 -1.564 -2.781 -1.056 -1.326 -1.52
C -3.581 6.769 -1.459 0.745 -0.556 0.164 -2.01
H -5.518 5.091 -0.419 0.003 0.463 0.308 0.38
H -4.960 3.584 -0.834 1.719 1.111 0.167 -0.98
H -5.363 4.721 -2.041 0.843 0.242 -0.625 0.75
H -2.281 6.006 0.691 0.092 -0.039 0.210 0.43
H -3.996 5.731 1.087 0.003 0.130 -0.166 0.55
H -3.617 3.245 0.708 -0.563 0.075 1.179 0.08
H -2.561 3.966 2.105 -0.452 -0.454 -0.035 0.65
H -1.175 2.516 0.628 1.593 1.171 -2.280 -0.20
H -0.960 4.246 0.435 0.887 -0.050 -0.550 0.90
H 0.339 3.749 -1.551 -0.272 0.760 -0.437 0.51
H 0.028 2.125 -1.397 -0.013 1.082 0.183 -0.47
H -0.364 2.822 -2.960 -0.214 0.779 0.345 0.68
H -2.666 1.998 -2.647 0.076 -0.147 -0.223 1.20
H -2.257 1.164 -1.174 -0.906 0.415 0.609 -0.03
H -3.688 2.201 -1.369 1.717 1.370 0.093 0.25
H -4.286 7.343 -0.857 -0.885 -0.576 -0.288 0.41
H -3.756 6.801 -2.534 -0.595 -0.148 0.169 0.37
H -2.753 7.467 -1.333 1.004 -0.748 0.170 0.44
H -1.519 5.024 -3.434 0.195 0.228 0.432 0.36
```
Forces are in eV/Å.

Summary:
LUMO = 0.52 eV
E_HOMO = -7.64 eV
Energy relative to the best compared isomer or geometry (same formula, charge and spin) = 3166.1 kJ/mol
Charge = 0
Total energy = -81246.317 eV
Orbital gap = 8.16 eV